# 1
C5H7NO4 | ωB97M-V/def2-TZVPD

```
17
Properties=species:S:1:pos:R:3:forces:R:3:nbo_charge:R:1
H 2.572 -0.688 -1.980 -1.611 -1.035 0.411 0.360
N 1.598 -1.071 -1.734 0.829 0.457 -0.519 -0.647
C 0.828 -0.080 -1.867 2.463 1.025 0.625 0.501
O 1.460 1.114 -2.254 -1.983 -0.251 0.357 -0.693
C -0.625 -0.104 -1.517 -0.115 -0.252 -0.425 0.015
O -1.222 1.110 -1.133 -0.305 0.349 -0.340 -0.450
C -1.196 0.093 -0.160 0.120 -0.226 0.085 -0.029
C -0.341 0.344 1.047 0.544 0.734 -0.049 0.531
O 0.446 1.268 1.099 -0.314 -0.598 -0.176 -0.528
C -0.517 -0.582 2.216 -0.197 -0.383 -0.205 -0.159
O 0.532 -0.486 3.125 -0.053 -0.154 0.191 -0.699
H 0.866 1.870 -2.088 0.190 -0.277 -0.038 0.495
H -1.207 -0.732 -2.197 0.021 0.177 0.150 0.216
H -2.155 -0.396 0.041 0.195 0.132 -0.066 0.205
H -0.609 -1.610 1.819 0.112 0.181 0.209 0.196
H -1.488 -0.343 2.687 0.142 -0.009 -0.087 0.195
H 1.057 0.292 2.896 -0.036 0.129 -0.122 0.491
```
Forces are in eV/Å.

Computed properties:
SMILES string = [H]/N=C(\O)[C@@H]1O[C@@H]1C(=O)CO
M = 145.1 g mol⁻¹
LUMO energy = 0.457 eV
Relative energy (zero: lowest compared OMol25 entry of this formula, charge and spin) = 37.79 kcal per mole
HOMO-LUMO gap = 11.004 eV
HOMO level = -10.547 eV
2S+1 = 1

=====

# 2
C5H7NS | ωB97M-V/def2-TZVPD

```
14
Properties=species:S:1:pos:R:3:forces:R:3:nbo_charge:R:1
N -1.529 -1.084 -0.494 -0.935 -3.790 0.674 -0.868
C -0.876 -0.129 0.420 0.992 -0.420 -0.946 -0.094
C -0.634 1.142 -0.448 -0.840 -1.912 -0.791 -0.226
C 0.667 1.414 -0.482 2.015 2.293 -1.813 -0.202
C 1.599 0.657 0.486 -1.347 -2.223 0.761 -0.300
S 1.886 -0.964 -0.585 -1.034 1.377 2.528 0.026
C 0.650 -0.536 0.850 -1.094 0.554 -0.863 -0.287
H -1.062 -1.454 -1.381 -0.062 1.440 1.871 0.385
H -1.780 -2.036 0.032 0.663 2.859 -1.298 0.359
H -1.580 -0.057 1.337 1.373 0.088 -1.355 0.216
H -1.378 1.245 -1.338 1.448 0.477 1.907 0.240
H 1.145 2.025 -1.395 -1.029 -1.171 2.465 0.231
H 2.373 1.047 1.297 -1.569 -0.730 -2.386 0.273
H 0.516 -1.270 1.701 1.418 1.159 -0.754 0.247
```
Forces are in eV/Å.

Computed properties:
SMILES string = N[C@@H]1C=C[C@@H]2S[C@H]12
M = 113.2 g mol⁻¹
LUMO energy = 0.759 eV
Relative energy (zero: lowest compared OMol25 entry of this formula, charge and spin) = 74.56 kcal per mole
HOMO-LUMO gap = 9.417 eV
HOMO level = -8.658 eV
2S+1 = 1

=====

# 3
C5H7NS2 | ωB97M-V/def2-TZVPD

```
15
Properties=species:S:1:pos:R:3:forces:R:3:nbo_charge:R:1
C 0.897 -1.038 -0.074 -2.952 3.427 2.877 -0.656
C -0.649 -0.859 -0.127 -0.351 0.128 0.203 0.270
N -1.441 -1.984 -0.096 1.195 1.895 -0.237 -0.713
S -3.050 -1.622 0.102 -0.999 0.611 -0.013 0.563
C -2.759 0.134 0.028 -0.700 -0.994 -0.122 -0.315
S -3.906 1.298 0.010 -1.007 0.170 0.183 -0.159
C -1.397 0.357 -0.077 1.839 -1.970 -0.530 -0.175
C -0.793 1.742 -0.074 2.612 -3.578 -0.651 -0.624
H 1.099 0.062 0.040 0.916 -1.160 0.060 0.237
H 1.351 -1.361 -0.925 1.049 -1.202 -2.377 0.229
H 1.218 -1.557 0.848 -0.197 0.143 -0.579 0.233
H -1.013 -2.865 0.052 -0.065 -0.824 0.214 0.422
H 0.035 1.600 -0.847 -0.895 1.246 0.964 0.211
H -0.367 1.688 0.912 0.709 1.064 0.499 0.221
H -1.419 2.565 -0.183 -1.155 1.045 -0.493 0.257
```
Forces are in eV/Å.

Computed properties:
SMILES string = Cc1[nH]sc(=S)c1C
M = 145.3 g mol⁻¹
LUMO energy = 0.207 eV
Relative energy (zero: lowest compared OMol25 entry of this formula, charge and spin) = 24.17 kcal per mole
HOMO-LUMO gap = 7.767 eV
HOMO level = -7.560 eV
2S+1 = 1